{"formula": "C21H43N2P3SeY", "method": "ωB97M-V/def2-TZVPD", "total_energy_ha": -4398.3178, "lumo_ha": [-0.4714, -0.4659], "homo_energy_ev": [-16.2, -16.2], "charge": 3, "homo_lumo_gap_ev": [3.39, 3.54], "symbols": ["Y", "P", "P", "P", "H", "C", "C", "H", "C", "C", "C", "C", "C", "C", "C", "C", "C", "H", "H", "H", "H", "H", "H", "H", "H", "H", "H", "H", "H", "H", "H", "H", "H", "H", "H", "H", "H", "H", "H", "H", "H", "H", "H", "H", "H", "H", "C", "C", "C", "C", "C", "C", "Se", "H", "H", "H", "H", "H", "H", "C", "C", "N", "C", "C", "N", "H", "H", "H", "H", "H", "H"], "positions_angstrom": [[0.339827, 0.853930, 0.216206], [-0.664764, 1.382070, 2.895911], [2.246619, -0.691928, 1.558925], [-2.288837, 1.343616, -0.569270], [0.691397, -6.323004, -5.015813], [0.231437, -5.667771, -5.762730], [0.952616, -4.910213, -6.586054], [2.039568, -4.925420, -6.580450], [-1.595719, 0.131228, 3.871824], [0.653842, 1.858345, 4.095873], [-1.800460, 2.831420, 3.045439], [2.907932, -1.798086, 0.240792], [3.765329, 0.058933, 2.264562], [1.820675, -1.903702, 2.868755], [-2.375996, 0.590815, -2.249055], [-2.845607, 3.065718, -0.861223], [-3.788316, 0.630552, 0.213547], [-0.862605, -5.663671, -5.828660], [0.469794, -4.267687, -7.319254], [-1.805508, 0.537429, 4.869440], [-0.998381, -0.784089, 3.955670], [-2.537403, -0.095806, 3.357944], [0.177804, 2.306269, 4.977727], [1.345180, 2.585043, 3.653257], [1.227744, 0.975110, 4.396730], [-1.917714, 3.070407, 4.111880], [-2.779920, 2.585682, 2.615348], [-1.396128, 3.706094, 2.520076], [3.905884, -2.175521, 0.501642], [2.974032, -1.231202, -0.696779], [2.225192, -2.636302, 0.059621], [4.265108, -0.623163, 2.969299], [3.476002, 0.976366, 2.798359], [4.456946, 0.336565, 1.457415], [2.722210, -2.413623, 3.240628], [1.108128, -2.641939, 2.476278], [1.337487, -1.393464, 3.712767], [-3.254901, 0.955458, -2.797805], [-2.398557, -0.503079, -2.178670], [-1.466846, 0.858960, -2.799663], [-3.824985, 3.091338, -1.364433], [-2.098251, 3.582629, -1.479580], [-2.912827, 3.597924, 0.099100], [-4.703188, 0.994371, -0.277248], [-3.827162, 0.910485, 1.273769], [-3.752359, -0.464173, 0.166211], [-0.910984, -2.881107, -0.995115], [-0.018245, -2.720258, -2.071934], [-0.047178, -3.589076, -3.149982], [-0.916480, -4.681036, -3.128622], [-1.796709, -4.876861, -2.068684], [-1.815772, -3.973635, -1.012991], [-0.958584, -1.734499, 0.500544], [0.620228, -0.087273, -1.468526], [0.692489, -1.890596, -2.081471], [0.622612, -3.425921, -3.995900], [-0.906269, -5.384334, -3.938777], [-2.466349, -5.728913, -2.082160], [-2.498957, -4.105953, -0.187994], [1.141951, 4.860201, 2.017409], [1.520515, 4.290214, 0.709956], [1.264387, 3.074961, 0.191785], [1.852813, 3.057479, -1.082036], [2.461699, 4.265865, -1.308688], [2.234389, 5.021215, -0.161804], [2.040694, 5.136395, 2.588373], [0.571286, 4.127127, 2.584201], [0.529235, 5.762550, 1.875507], [1.785532, 2.183902, -1.714343], [3.008824, 4.625139, -2.151393], [2.544552, 5.971504, 0.014339]], "forces_ev_per_angstrom": [[1.0, 2.0, 0.3], [-0.5, 0.2, 1.1], [1.3, -1.5, 0.5], [-2.1, -0.3, -1.0], [-0.1, 0.1, -0.4], [0.1, 0.2, -0.3], [-0.2, -0.1, 0.2], [-0.2, 0.0, 0.0], [0.2, 0.1, -0.3], [0.0, -0.1, -0.3], [0.1, -0.1, -0.3], [0.0, 0.3, -0.2], [-0.2, 0.7, 0.0], [-0.4, 0.2, 0.2], [0.3, 0.2, 0.0], [0.6, 0.4, 0.2], [0.2, -0.1, 0.4], [0.4, -0.1, -0.1], [0.1, -0.2, 0.1], [0.0, -0.2, -0.2], [-0.2, 0.1, 0.1], [0.1, 0.0, 0.2], [0.2, -0.2, -0.1], [-0.1, -0.2, 0.2], [-0.1, 0.2, 0.0], [-0.1, 0.0, -0.3], [0.2, 0.1, 0.1], [-0.2, -0.2, 0.2], [-0.3, 0.0, 0.0], [0.1, -0.1, 0.1], [0.1, 0.1, 0.1], [-0.2, 0.1, -0.3], [0.3, -0.3, 0.0], [-0.2, -0.1, 0.2], [-0.3, 0.1, -0.2], [0.2, 0.0, 0.1], [0.2, -0.2, -0.1], [0.2, -0.1, 0.2], [-0.1, 0.2, 0.0], [-0.2, 0.0, 0.0], [0.4, -0.2, 0.2], [-0.3, 0.0, 0.1], [0.0, -0.1, -0.3], [0.4, -0.1, 0.1], [-0.1, 0.0, -0.2], [-0.1, 0.2, 0.0], [-0.1, 1.4, 1.9], [1.1, 0.2, -1.7], [0.5, 1.0, 0.6], [0.0, 0.1, 0.1], [-0.6, 0.6, 1.4], [-0.6, -1.5, -0.4], [-0.4, -1.7, -1.7], [0.1, -0.2, -0.4], [-0.3, -0.2, 0.2], [-0.2, -0.2, 0.2], [0.0, -0.1, -0.1], [0.0, 0.1, 0.1], [-0.1, -0.1, 0.1], [-0.2, 0.0, 0.4], [0.2, -0.3, -0.6], [0.0, 0.4, 0.1], [0.3, 1.2, 0.5], [-0.6, -0.6, 0.7], [0.0, -0.9, -0.7], [-0.3, -0.1, -0.1], [0.1, 0.3, 0.0], [0.2, -0.2, 0.1], [0.1, 0.0, -0.3], [0.2, 0.2, -0.2], [0.0, -0.2, -0.2]], "lowdin_charge": [0.7160, 0.7214, 0.7062, 0.7044, 0.0722, -0.1216, -0.0375, 0.0646, -0.2544, -0.2511, -0.2499, -0.2636, -0.2382, -0.2627, -0.2634, -0.2386, -0.2567, 0.0643, 0.0650, 0.0717, 0.0331, 0.0422, 0.0706, 0.0254, 0.0406, 0.0713, 0.0369, 0.0280, 0.0724, 0.0357, 0.0357, 0.0717, 0.0349, 0.0627, 0.0744, 0.0269, 0.0322, 0.0717, 0.0303, 0.0381, 0.0754, 0.0552, 0.0455, 0.0750, 0.0321, 0.0304, -0.5470, -0.0885, 0.0174, 0.0525, 0.0219, -0.0529, 0.9484, -0.0834, 0.0463, 0.1272, 0.0725, 0.1422, 0.1176, 0.0113, -0.3547, -0.0539, -0.1530, -0.0135, 0.1448, 0.1155, 0.0243, 0.1151, 0.0725, 0.1303, 0.1910]}